--- A ---
Density functional theory data (ωB97M-V with the def2-TZVPD basis set) for the ion C2H7IN3 with charge +1.

Properties
total charge: +1
E_HOMO: -14.17 eV
E_LUMO: -0.180 Ha
structure (SMILES): NCN(I)C=[NH2+]
Kohn-Sham gap: 0.3407 Eh

Each line ends with the natural charge from an NBO analysis.
CARTESIAN COORDINATES (ANGSTROEM)
N1 1.421 1.318 0.318  -0.827
C1 0.128 1.514 -0.116  -0.015
N2 -0.740 0.182 0.071  -0.510
I1 -2.769 0.498 -0.215  0.439
C2 -0.169 -0.932 0.212  0.354
N3 -0.579 -2.282 -0.120  -0.780
H1 2.053 0.735 -0.269  0.407
H2 1.584 1.407 1.382  0.421
H3 0.091 1.475 -1.199  0.220
H4 -0.443 2.212 0.430  0.225
H5 0.912 -0.847 0.251  0.211
H6 -1.595 -2.378 -0.251  0.420
H7 0.107 -2.901 -0.496  0.435

---

--- B ---
Density functional theory data (ωB97M-V with the def2-TZVPD basis set) for a cluster of 2 separate species, C2H7IN3 in total.

Properties
total charge: +1
E_HOMO: -13.11 eV
E_LUMO: -0.124 Ha
Kohn-Sham gap: 0.3575 Eh

Each line ends with the natural charge from an NBO analysis.
CARTESIAN COORDINATES (ANGSTROEM)
C1 1.267 -0.412 0.182  0.392
C2 -2.410 0.459 -0.291  0.026
N1 1.074 0.748 -0.399  -0.726
N2 2.409 -1.045 0.174  -0.713
N3 -1.454 0.461 0.536  -0.727
I1 -4.497 0.262 0.062  0.164
H1 0.386 -0.984 0.607  0.256
H2 -2.394 0.486 -1.380  0.206
H3 1.580 1.376 -0.953  0.437
H4 2.567 -1.825 0.685  0.415
H5 3.237 -0.861 -0.489  0.435
H6 -1.847 0.370 1.482  0.388
H7 0.082 0.964 -0.216  0.447

---

Most stable: B. Least stable: A.

---

--- A ---
Density functional theory data (ωB97M-V with the def2-TZVPD basis set) for a cluster of 2 separate species, C4H13NOS in total.

Properties
total charge: 0
E_HOMO: -8.51 eV
E_LUMO: 0.028 Ha
structure (SMILES): CSCCCN.O
Kohn-Sham gap: 0.3407 Eh

Each line ends with the natural charge from an NBO analysis.
CARTESIAN COORDINATES (ANGSTROEM)
C1 -1.801 0.112 1.677  -0.730
S1 -1.481 0.396 -0.098  0.182
C2 0.181 1.059 0.033  -0.535
C3 0.808 1.344 -1.340  -0.431
C4 2.246 0.844 -1.495  -0.214
N1 3.294 1.872 -1.272  -0.837
H1 -2.035 1.060 2.132  0.212
H2 -0.943 -0.383 2.127  0.217
H3 -2.709 -0.501 1.700  0.231
H4 0.807 0.366 0.574  0.203
H5 0.188 1.961 0.649  0.205
H6 0.809 2.408 -1.534  0.207
H7 0.163 0.933 -2.121  0.216
H8 2.424 0.027 -0.794  0.177
H9 2.425 0.415 -2.469  0.192
H10 3.644 2.201 -2.159  0.356
H11 2.923 2.664 -0.771  0.349
O1 -1.323 -5.042 2.094  -0.940
H12 -1.000 -4.698 1.257  0.470
H13 -1.783 -5.870 1.884  0.470

---

--- B ---
Density functional theory data (ωB97M-V with the def2-TZVPD basis set) for a cluster of 2 separate species, C4H13NOS in total.

Properties
total charge: 0
E_HOMO: -8.63 eV
E_LUMO: 0.021 Ha
structure (SMILES): CCNCCS.O
Kohn-Sham gap: 0.3387 Eh

Each line ends with the natural charge from an NBO analysis.
CARTESIAN COORDINATES (ANGSTROEM)
C1 0.662 -2.089 -0.767  -0.620
C2 1.426 -1.168 0.216  -0.216
N1 0.510 -0.437 1.085  -0.646
C3 0.795 0.976 1.320  -0.230
C4 0.694 1.872 0.104  -0.539
S1 -0.925 2.090 -0.693  -0.060
H1 -0.402 -1.844 -0.780  0.202
H2 0.745 -3.152 -0.569  0.218
H3 0.969 -1.847 -1.785  0.211
H4 2.190 -1.642 0.833  0.190
H5 1.933 -0.445 -0.425  0.165
H6 -0.472 -0.571 0.995  0.369
H7 0.065 1.320 2.058  0.203
H8 1.788 1.077 1.762  0.194
H9 1.348 1.470 -0.678  0.210
H10 1.147 2.842 0.314  0.232
H11 -1.024 0.863 -1.258  0.118
O1 -4.116 0.131 -0.374  -0.944
H12 -3.744 -0.352 -1.132  0.468
H13 -3.589 0.907 -0.226  0.476

---

--- C ---
Density functional theory data (ωB97M-V with the def2-TZVPD basis set) for a cluster of 2 separate species, C4H13NOS in total.

Properties
total charge: 0
E_HOMO: -9.01 eV
E_LUMO: 0.025 Ha
structure (SMILES): C[C@H](N)CCS.O
Kohn-Sham gap: 0.3563 Eh

Each line ends with the natural charge from an NBO analysis.
CARTESIAN COORDINATES (ANGSTROEM)
C1 -1.184 -1.560 -0.845  -0.638
C2 -0.014 -0.626 -0.831  -0.055
N1 1.097 -1.046 -1.718  -0.826
C3 0.591 -0.436 0.701  -0.419
C4 1.553 0.642 0.850  -0.489
S1 0.532 2.145 0.388  -0.085
H1 -0.856 -2.577 -0.514  0.200
H2 -1.761 -1.185 0.008  0.229
H3 -1.491 -1.643 -2.011  0.231
H4 -0.247 0.456 -1.053  0.204
H5 1.031 -1.998 -1.998  0.351
H6 1.856 -1.037 -1.165  0.331
H7 1.199 -1.365 0.845  0.202
H8 -0.330 -0.311 1.493  0.194
H9 2.331 0.372 0.186  0.208
H10 1.923 0.666 1.846  0.220
H11 1.565 2.585 -0.289  0.141
O1 -2.951 2.299 1.137  -0.923
H12 -2.709 2.799 1.938  0.463
H13 -2.137 1.820 1.032  0.461

---

--- D ---
Density functional theory data (ωB97M-V with the def2-TZVPD basis set) for a cluster of 2 separate species, C4H13NOS in total.

Properties
total charge: 0
E_HOMO: -8.84 eV
E_LUMO: 0.029 Ha
structure (SMILES): CCNCCS.O
Kohn-Sham gap: 0.3542 Eh

Each line ends with the natural charge from an NBO analysis.
CARTESIAN COORDINATES (ANGSTROEM)
C1 1.798 0.772 0.145  -0.660
C2 1.403 -0.753 0.418  -0.221
N1 0.033 -1.247 0.257  -0.624
C3 -0.967 -0.708 1.148  -0.233
C4 -1.660 0.598 0.735  -0.537
S1 -2.659 0.558 -0.775  -0.033
H1 2.175 1.101 1.090  0.217
H2 0.955 1.386 -0.211  0.196
H3 2.609 0.772 -0.607  0.212
H4 2.004 -1.292 -0.320  0.192
H5 1.722 -0.964 1.441  0.191
H6 -0.270 -1.092 -0.702  0.359
H7 -1.704 -1.493 1.270  0.194
H8 -0.583 -0.590 2.159  0.197
H9 -0.968 1.385 0.448  0.210
H10 -2.168 0.914 1.661  0.215
H11 -3.411 -0.525 -0.400  0.121
O1 0.441 0.187 -2.933  -0.913
H12 0.830 -0.129 -2.113  0.455
H13 0.420 1.120 -2.710  0.463

---

Most stable: A. Least stable: C.